Density functional theory data (ωB97M-V with the def2-TZVPD basis set) for a cluster of 2 separate species, C6H11Cl in total at a distorted geometry.

Results
charge: 0
gap between HOMO and LUMO: 8.250 eV
HOMO: -9.2628 eV

Cartesian coordinates (Å):
C -0.09484 0.56353 -1.02415
C -3.33958 1.25758 -0.26400
C 2.28993 -0.11801 -0.06013
C 0.27565 -1.66295 0.31579
C 0.05183 0.90452 0.48735
C 0.80054 -0.29409 -0.13609
Cl -4.11041 -0.14259 0.20805
H -1.09634 0.23428 -1.13702
H -3.70459 2.05786 0.42457
H 2.93136 -0.44397 -0.99945
H 2.60440 -0.74174 0.79286
H 2.46452 0.99049 -0.00516
H 0.40693 -2.57961 -0.36784
H 0.95343 -1.98097 1.19551
H -0.77390 -1.46976 0.55941
H -0.85482 0.75839 1.05024
H 0.78985 1.65794 0.79088
H 0.40603 1.00908 -1.83082

***

Density functional theory data (ωB97M-V with the def2-TZVPD basis set) for a structure of composition C4H8O2 at a distorted geometry.

Results
charge: 0
gap between HOMO and LUMO: 10.644 eV
HOMO: -9.8821 eV

Cartesian coordinates (Å):
O 2.15947 0.81367 0.56574
C 1.20552 -0.10539 0.12247
C -0.19076 0.40694 0.18546
C -1.26715 0.73633 -0.86001
O -2.16529 -0.22305 -0.23624
C -0.96114 -0.87041 0.31793
H 3.02454 0.42938 0.38815
H 1.04795 -1.05075 0.91384
H 1.44558 -0.50182 -0.87972
H -0.31723 1.05055 1.06573
H -1.67380 1.75207 -0.86047
H -0.98210 0.44207 -1.88276
H -0.53468 -1.36519 1.29880
H -0.66986 -1.61580 -0.43676

***

Density functional theory data (ωB97M-V with the def2-TZVPD basis set) for a cluster of 15 separate species, C4H35NO16 in total at a distorted geometry.

Results
charge: 0
gap between HOMO and LUMO: 9.915 eV
HOMO: -9.9515 eV

Cartesian coordinates (Å):
C -0.22212 0.59915 -0.83613
C -0.73447 2.09716 -0.78829
N -1.57300 2.60010 -1.77350
C -1.96263 1.67019 -2.78820
C -2.97113 0.69698 -2.26576
O -2.95140 -0.41391 -2.75231
O -0.42055 3.02140 -0.01009
H 0.54133 0.44657 -1.57496
H 0.16223 0.37241 0.21750
H -1.03516 -0.10515 -0.86447
H -2.31282 3.26369 -1.45785
H -2.42985 2.04227 -3.70787
H -1.14018 1.18395 -3.22887
H -3.44143 1.06112 -1.40445
H -1.93469 -1.85904 2.08504
H -2.18398 -1.46432 3.50336
O -2.58781 -1.47417 2.63153
H -2.57314 0.18934 0.58905
H -3.84648 -0.33466 1.00508
O -3.50711 0.51095 0.76440
H 0.39516 -2.24706 -2.92471
H 0.27426 -3.75464 -3.43388
O 0.82805 -2.92620 -3.46077
H 2.84586 1.59614 1.68531
H 3.42882 0.48694 0.83720
O 3.00882 0.64396 1.70555
H 0.96074 -1.54006 2.41444
H 1.85539 -0.76481 1.34872
O 1.64586 -1.74403 1.64913
H 3.91496 1.19280 -1.76859
H 2.92727 1.68680 -0.65577
O 3.36295 0.84576 -1.08255
H 2.48889 -3.29879 -2.75036
H 3.25113 -2.25325 -1.98940
O 3.12361 -3.24427 -1.98906
H 0.15185 -2.30802 -0.77035
H 0.00962 -1.96201 0.63538
O -0.51896 -1.92329 -0.16422
H -1.73905 1.67661 3.92846
H -0.35954 1.90980 3.38654
O -0.86397 1.37425 3.91037
H 2.29142 1.17633 -3.29278
H 1.17554 2.15833 -3.55796
O 1.72179 1.81572 -2.94068
H -3.32172 0.65098 3.44336
H -3.59359 1.55686 2.16321
O -3.39412 1.54483 3.19589
H 2.42668 3.64905 0.55926
H 1.24772 2.70916 0.19074
O 2.21128 2.69874 0.36131
H 1.64112 -4.29207 0.77372
H 2.36459 -3.94285 -0.54974
O 1.65785 -4.46270 -0.17100
H 0.40364 -1.33687 4.50663
H -0.54188 -0.29354 3.75152
O -0.15765 -1.18261 3.71185

***

Density functional theory data (ωB97M-V with the def2-TZVPD basis set) for the ion C4H14N2O with charge +2 at a distorted geometry.

Results
charge: +2
SMILES: [NH3+]CC[C@H]([NH3+])CO
gap between HOMO and LUMO: 11.413 eV
HOMO: -18.3415 eV

Cartesian coordinates (Å):
C 0.78875 0.15489 -1.60486
O 0.40590 0.70453 -2.85232
C -0.36443 0.48296 -0.62543
C -0.52216 -0.48862 0.55438
C 0.72912 -0.74171 1.41599
N 0.74857 0.00676 2.78810
N -1.68219 0.36011 -1.40998
H 0.94191 -0.92441 -1.72886
H 1.70026 0.64737 -1.26873
H 1.00652 0.63016 -3.60138
H -0.29978 1.48916 -0.21913
H -0.78032 -1.46365 0.13740
H -1.30770 -0.19617 1.25847
H 1.64264 -0.36297 0.97145
H 0.74188 -1.78538 1.70493
H 0.92715 -0.64699 3.55071
H -0.19576 0.32681 2.99059
H 1.42223 0.76076 2.88073
H -2.50097 0.05872 -0.88038
H -1.81930 1.26876 -1.85872
H -1.58229 -0.28110 -2.20295

***

Density functional theory data (ωB97M-V with the def2-TZVPD basis set) for the molecule C4H5NO at a distorted geometry.

Results
charge: 0
SMILES: Cc1ccon1
gap between HOMO and LUMO: 10.431 eV
HOMO: -9.4865 eV

Cartesian coordinates (Å):
C 1.44007 -0.74940 -0.78848
C 0.19697 -0.09759 -0.24297
N -0.44791 0.70459 -1.03536
O -1.46558 1.29146 -0.29014
C -1.31387 0.86335 0.96284
C -0.33780 -0.09593 1.14454
H 1.54441 -0.52056 -1.85461
H 2.34627 -0.39278 -0.28090
H 1.39825 -1.83196 -0.65714
H -1.88130 1.36405 1.73244
H -1.47951 -0.53524 1.30979

***

Density functional theory data (ωB97M-V with the def2-TZVPD basis set) for a cluster of 4 separate species, C8H24O8 in total at a distorted geometry.

Results
charge: +1
<S²>: 0.76
gap between HOMO and LUMO (alpha / beta): 8.351 / 1.853 eV
multiplicity: 2
HOMO (alpha / beta): -11.8075 / -11.8075 eV

Cartesian coordinates (Å):
C 5.27691 2.12914 -5.14006
C 3.84737 2.56455 -4.84384
O 3.03884 1.57298 -4.29382
O 5.35089 1.06335 -6.07317
H 5.81448 1.78855 -4.25512
H 5.88578 2.92409 -5.57066
H 3.28345 2.88515 -5.71980
H 3.99940 3.37490 -4.13087
H 2.76552 0.97317 -4.99176
H 4.76512 0.36160 -5.77988
C -3.30365 0.41511 4.04808
C -4.42687 0.42830 2.96291
O -5.58348 -0.29964 3.35377
O -3.45647 1.48699 4.94856
H -2.51438 0.64124 3.33112
H -3.11849 -0.49427 4.61977
H -4.11561 -0.05620 2.03746
H -4.76071 1.43152 2.69793
H -5.67834 -0.15615 4.29823
H -4.09580 1.38716 5.65770
C -0.99978 -3.75268 2.54784
C -1.41862 -2.85313 1.48850
O -2.17376 -1.73163 1.91386
O -0.43732 -4.86593 1.80556
H -1.65603 -4.00259 3.38149
H -0.17373 -3.32520 3.11619
H -2.01819 -3.40598 0.76534
H -0.52719 -2.52945 0.95120
H -2.01375 -1.20682 1.12610
H -0.24647 -5.48058 2.51787
C 0.55311 0.87198 0.03078
C 1.32528 0.62733 -1.25775
O 2.35779 1.66286 -1.54030
O -0.76139 0.31833 0.02683
H 0.49613 1.96024 0.05412
H 1.09636 0.52909 0.91135
H 0.53086 0.72438 -1.99773
H 1.75814 -0.37069 -1.32627
H 2.54290 1.75278 -2.47798
H -1.20844 0.65617 0.80632

***

Density functional theory data (ωB97M-V with the def2-TZVPD basis set) for a cluster of 2 separate species, C3H6BrF2N in total at a distorted geometry.

Results
charge: 0
gap between HOMO and LUMO (alpha / beta): 9.472 / 7.566 eV
HOMO (alpha / beta): -8.9722 / -8.1265 eV

Cartesian coordinates (Å):
C 0.03987 -0.20764 -0.96735
C 0.65817 0.53558 0.13366
C -0.39379 1.44970 0.75481
N -1.37650 -0.15940 2.52551
F -0.26592 2.60026 1.35740
F -1.59539 1.42804 0.01291
Br -0.07294 -1.22991 2.78462
H -1.01288 -0.63964 -0.73830
H 0.69072 -1.03088 -1.39064
H -0.06294 0.54857 -1.76170
H 1.54994 1.19048 -0.16855
H 0.96514 0.05722 1.06136
H -1.31900 0.56932 3.24662

***

Density functional theory data (ωB97M-V with the def2-TZVPD basis set) for a structure of composition C21H30N3O4S at a distorted geometry.

Results
charge: +1
gap between HOMO and LUMO: 8.997 eV
HOMO: -11.1341 eV

Cartesian coordinates (Å):
C 3.33473 2.69911 -1.35582
H 2.73338 2.28101 -2.28764
H 2.95970 3.60841 -1.20875
H 4.36459 2.58211 -1.57185
C 2.76458 1.88217 -0.43570
N 3.13936 0.50590 -0.40472
S 2.11240 -0.20599 -1.32092
O 0.85712 0.35449 -1.66070
O 2.65671 -1.13463 -2.51494
C 1.33730 -1.62906 -0.21102
C 0.77472 -1.33671 0.99024
C 0.22335 -2.23384 1.73933
C 0.25050 -3.38178 1.45752
C 1.07392 -3.95861 0.62110
C 1.53672 -3.08156 -0.49471
H 2.21096 -3.24836 -1.21744
H 1.16146 -4.81116 0.36056
H 0.00161 -4.06007 2.37054
N -0.69118 -1.71506 2.96729
C -1.65021 -0.85762 2.91927
O -2.20436 -0.29152 3.63761
C -2.31904 -0.94448 1.60608
N -3.69515 -0.26479 1.82980
C -4.73726 -1.01465 2.24454
H -4.62455 -1.95242 2.91289
H -5.80796 -0.49927 2.40648
H -5.17529 -1.60361 1.19216
C -4.14322 0.57174 0.71272
C -2.86077 1.56353 0.08379
C -2.69353 1.42071 -1.24931
C -1.60323 1.91163 -1.83759
C -0.81955 2.76751 -1.16833
C -1.09747 2.91630 0.34861
C -2.17562 2.35691 0.76629
H -2.35623 2.43945 1.86843
H -0.44228 3.42418 1.08065
H -0.04222 3.25191 -1.56993
O -1.36403 2.01236 -2.98781
C -0.28561 2.37996 -3.79817
H -0.22764 2.05396 -4.77356
H 0.55258 2.15202 -3.28488
H -0.08631 3.58425 -3.61239
H -3.19527 0.78177 -1.97936
H -4.85252 1.54075 0.95349
H -4.52303 0.03433 -0.21855
H -3.64721 0.37948 2.61099
H -2.01318 -0.37639 0.68624
H -2.84394 -1.85725 1.21077
H -0.17662 -1.72579 3.80357
H 0.68846 -0.15029 1.02637
C 4.44279 -0.10755 -0.49651
C 4.61700 -1.50590 0.06604
H 4.03127 -1.60806 1.10652
H 5.65680 -1.55129 0.17111
H 4.07567 -2.04264 -0.48046
H 4.82837 0.01893 -1.32958
H 5.07925 0.66951 -0.03964
H 3.47919 2.19040 0.68731
H 1.80519 1.90666 -0.02467